{
  "formula": "C3H8ClN2O",
  "method": "ωB97M-V with the def2-TZVPD basis set",
  "lumo_energy_ev": -3.353,
  "homo_energy_ev": -14.72,
  "relative_energy_kcal_mol": 9.1,
  "charge": 1,
  "orbital_gap_ev": 11.4,
  "max_force_ev_per_a": 6.1,
  "total_energy_ev": -20783.6047,
  "symbols": ["C", "C", "C", "N", "N", "O", "Cl", "H", "H", "H", "H", "H", "H", "H", "H"],
  "coordinates": [[-1.08717, -2.26068, -0.33083], [0.59338, 2.87841, 0.90159], [0.30361, 1.45524, 0.49125], [-1.28566, -3.40824, -0.95624], [0.06437, -1.72284, -0.17398], [0.30979, 0.48591, 1.21879], [-2.52576, -1.54061, 0.21324], [-0.33522, 3.45711, 1.07084], [0.81719, 2.88117, 1.90950], [1.19883, 3.34962, 0.29431], [0.05964, 1.25886, -0.69736], [-0.63021, -4.13378, -1.17965], [-2.20325, -3.74792, -1.26147], [0.74581, -2.01840, -0.87725], [0.19814, -0.77439, 0.48894]],
  "atomic_forces_ev_per_a": [[-1.2, -1.1, -0.5], [-4.8, -2.9, 2.3], [-0.5, 0.5, -3.0], [-1.2, -1.3, -0.9], [1.0, 1.8, 0.5], [0.1, 0.0, 0.3], [0.1, 0.4, 0.4], [-0.2, -0.3, -1.2], [1.7, -0.3, 2.1], [3.1, 2.4, -3.1], [0.6, 0.6, 2.5], [1.1, 0.4, 0.2], [0.2, 0.9, 0.6], [0.1, 0.1, 0.8], [-0.2, -1.3, -1.0]]
}